[1]
48
Properties=species:S:1:pos:R:3 method="wB97M-V/def2-TZVPD" e_lumo_ev=0.226 e_tot_ev=-25191.34969 gap_ev=9.70 smiles=CO.CO.CO.CO.CO.CO.CO.CO multiplicity=1 e_above_lowest_ev=3.449
C -3.362 -2.392 0.296
O -4.747 -2.104 0.459
H -2.812 -1.455 0.407
H -3.024 -3.067 1.087
H -3.143 -2.807 -0.689
H -5.247 -2.532 -0.238
C -0.209 -3.877 -1.331
O 0.967 -3.350 -0.697
H -0.730 -3.120 -1.932
H 0.020 -4.745 -1.946
H -0.879 -4.178 -0.530
H 1.666 -3.265 -1.352
C -1.175 -0.678 3.667
O 0.232 -0.776 3.544
H -1.579 0.275 3.282
H -1.698 -1.497 3.153
H -1.419 -0.739 4.724
H 0.448 -0.799 2.590
C 4.118 0.899 2.727
O 5.326 1.448 2.264
H 3.519 1.606 3.324
H 3.498 0.528 1.902
H 4.352 0.048 3.359
H 5.126 2.013 1.506
C -0.064 0.109 0.048
O 0.629 -0.941 0.706
H 0.476 1.046 0.168
H -0.211 -0.091 -1.017
H -1.064 0.256 0.488
H 0.640 -1.753 0.161
C -0.940 3.204 -1.605
O 0.257 2.772 -2.256
H -1.284 2.406 -0.951
H -0.779 4.100 -0.996
H -1.718 3.408 -2.347
H 0.565 3.503 -2.800
C 3.155 3.096 -0.178
O 4.545 3.338 0.122
H 2.513 3.634 0.525
H 2.907 3.458 -1.179
H 2.949 2.032 -0.150
H 4.870 3.960 -0.530
C -2.702 -0.314 -2.651
O -3.579 -0.913 -3.630
H -1.921 -1.028 -2.339
H -2.188 0.571 -3.046
H -3.261 -0.046 -1.760
H -3.044 -1.245 -4.355

---

[2]
9
Properties=species:S:1:pos:R:3 method="wB97M-V/def2-TZVPD" e_lumo_ev="-14.609 / -14.609" e_tot_ev=-11921.47112 gap_ev="5.33 / 5.33" total_charge=+2 multiplicity=1 e_above_lowest_ev=1.523
C 0.003 0.657 -1.700
C 0.259 -0.124 -0.655
H -0.584 1.571 -1.590
H 0.935 -0.982 -0.718
H 0.536 0.493 -2.639
O 0.299 0.444 0.799
C 0.289 -0.312 1.849
O -0.374 -0.026 2.849
Tl -1.363 -1.722 1.806

---

[3]
11
Properties=species:S:1:pos:R:3 method="wB97M-V/def2-TZVPD" e_lumo_ev="0.495 / -2.419" e_tot_ev=-16885.45627 gap_ev="5.85 / 6.43" multiplicity=3 s_squared=2.009
N 2.607 -0.294 -0.412
N -1.387 -1.237 -0.123
N 2.818 0.687 0.396
N -0.929 0.032 -0.337
S -2.146 1.366 0.124
H 3.564 -0.702 -0.360
H -0.709 0.147 -1.276
H -1.688 -1.324 0.862
H -2.295 -1.377 -0.595
H 1.966 1.244 0.375
H -1.802 1.458 1.346

---

[4]
49
Properties=species:S:1:pos:R:3 method="wB97M-V/def2-TZVPD" e_lumo_ev=0.553 e_tot_ev=-50860.95554 gap_ev=9.46 multiplicity=1 e_above_lowest_ev=0.000
C 2.939 -2.152 -0.647
C 3.173 -0.646 -0.891
O 3.848 0.000 -0.199
O 2.602 0.000 -2.019
C 1.266 0.260 -1.848
O 0.741 -0.048 -0.830
C 0.542 0.909 -3.058
O 0.076 2.235 -2.796
P -1.190 2.294 -1.726
O -2.084 3.355 -2.207
O -0.540 2.727 -0.298
C -1.247 3.823 0.355
N -2.601 3.553 0.744
O -1.885 0.827 -1.724
C -2.463 0.432 -0.459
C -2.478 -1.143 -0.444
C -3.860 -1.768 -0.849
C -3.810 -2.229 -2.345
C -4.136 -3.026 0.075
H 3.679 -2.773 -1.185
H 2.981 -2.294 0.447
H 1.907 -2.372 -0.987
H 1.312 1.002 -3.855
H -0.230 0.237 -3.488
H -0.681 4.023 1.290
H -1.172 4.760 -0.231
H -3.270 3.744 0.005
H -2.722 2.638 1.159
H -3.512 0.783 -0.369
H -1.877 0.737 0.425
H -2.283 -1.431 0.613
H -1.628 -1.549 -1.029
H -4.649 -1.008 -0.678
H -4.103 -1.379 -2.993
H -4.548 -3.041 -2.490
H -2.803 -2.593 -2.624
H -4.315 -3.922 -0.557
H -3.266 -3.274 0.713
H -5.054 -2.897 0.682
C 4.208 -0.106 4.858
S 3.942 -0.292 3.085
O 4.272 -1.702 2.734
C 5.334 0.730 2.582
H 3.461 -0.702 5.380
H 5.206 -0.459 5.122
H 4.093 0.943 5.133
H 6.259 0.323 2.994
H 5.181 1.751 2.933
H 5.385 0.723 1.496

---

[5]
34
Properties=species:S:1:pos:R:3 method="wB97M-V/def2-TZVPD" e_lumo_ev="-7.933 / -8.012" e_tot_ev=-73617.39440 gap_ev="8.22 / 8.16" total_charge=+2 multiplicity=3 s_squared=2.002
C 1.391 1.755 0.675
I -1.443 1.883 -0.478
H 1.176 0.821 0.032
H 1.318 1.371 1.717
H 2.364 2.113 0.286
Tm 0.009 -1.099 -0.425
P 1.306 0.573 -2.486
C 1.249 2.324 -3.001
C 3.104 0.320 -2.683
H 0.594 -1.295 -3.873
H 1.340 0.058 -4.815
H -0.359 0.202 -4.206
C 0.644 -0.200 -3.999
H 3.354 -0.706 -2.398
H 3.366 0.509 -3.736
H 1.821 2.413 -3.946
H 1.724 2.972 -2.251
H 3.627 1.029 -2.031
H 0.219 2.667 -3.173
C 0.350 2.801 0.472
O 0.362 3.959 0.789
Cl 1.157 -3.124 -1.041
C -1.879 -0.653 4.072
N -2.286 -1.796 3.225
C -3.330 -2.683 3.738
C -1.825 -2.057 2.026
O -0.919 -1.369 1.442
H -2.408 -0.778 5.033
H -2.162 0.323 3.647
H -0.798 -0.656 4.268
H -4.256 -2.603 3.154
H -3.006 -3.730 3.688
H -3.552 -2.440 4.777
H -2.254 -2.903 1.501

---

[6]
2
Properties=species:S:1:pos:R:3 method="wB97M-V/def2-TZVPD" e_lumo_ev="-7.020 / -10.552" e_tot_ev=-16508.47279 gap_ev="10.65 / 6.89" total_charge=+1 multiplicity=2 s_squared=0.753 e_above_lowest_ev=2.939
Ag -0.734 0.367 -0.397
Cl 0.734 -0.367 0.397

---

[7]
2
Properties=species:S:1:pos:R:3 method="wB97M-V/def2-TZVPD" e_lumo_ev="-8.848 / -8.916" e_tot_ev=-73275.52776 gap_ev="6.08 / 5.58" total_charge=+1 multiplicity=3 s_squared=2.027 e_above_lowest_ev=1.692
Pt 1.707 0.234 1.353
Br -1.707 -0.234 -1.353

---

[8]
19
Properties=species:S:1:pos:R:3 method="wB97M-V/def2-TZVPD" e_lumo_ev="0.876 / 0.876" e_tot_ev=-8355.45872 gap_ev="8.07 / 8.06" multiplicity=1 e_above_lowest_ev=4.678
C 2.045 -1.490 -0.697
C 1.351 -1.213 0.419
C -0.072 1.293 -1.043
C -0.955 1.048 1.531
C -0.674 0.493 0.084
N -2.147 -1.403 0.284
N -1.452 -0.467 -0.407
H 1.936 -2.393 -1.210
H 2.801 -0.755 -1.094
H 0.650 -2.000 0.956
H -0.237 0.876 -2.044
H 1.070 1.108 -0.827
H -0.302 2.293 -1.043
H -0.167 0.753 2.075
H -1.189 2.085 1.508
H -1.830 0.512 1.938
H -2.438 -2.088 -0.322
H 1.510 -0.271 1.023
H -1.263 -0.658 -1.408